Record 1
{
  "formula": "C3H5P",
  "method": "ωB97M-V/def2-TZVPD",
  "elements": ["C", "C", "C", "P", "H", "H", "H", "H", "H"],
  "coordinates": [[-0.16, 0.89, -2.51], [-0.51, 0.82, -1.36], [0.40, -1.06, 1.30], [-1.26, 0.43, 0.25], [0.28, 1.01, -3.46], [0.06, -1.05, 2.46], [1.35, -0.47, 1.26], [0.48, -2.05, 0.91], [-0.64, 1.48, 1.15]],
  "e_tot_ha": -458.506023,
  "homo_energy_ev": -9.0,
  "total_charge": 0,
  "multiplicity": 1
}



Record 2
{
  "formula": "C3H5PS",
  "method": "ωB97M-V/def2-TZVPD",
  "elements": ["C", "C", "C", "P", "S", "H", "H", "H", "H", "H"],
  "coordinates": [[0.18, -0.49, 0.93], [-0.56, -1.04, -0.27], [0.22, 0.20, -0.46], [-0.47, 1.90, -0.40], [0.92, 3.24, -0.89], [-0.54, 0.10, 1.55], [1.12, -0.89, 1.39], [-0.31, -2.07, -0.59], [-1.61, -1.00, -0.13], [1.05, 0.05, -1.13]],
  "e_tot_ha": -856.790179,
  "smiles": "S=PC1CC1",
  "homo_energy_ev": -8.7,
  "total_charge": 0,
  "multiplicity": 1
}



Record 3
{
  "formula": "C3H5PS",
  "method": "ωB97M-V/def2-TZVPD",
  "elements": ["C", "C", "C", "P", "S", "H", "H", "H", "H", "H"],
  "coordinates": [[-1.03, 1.44, -0.46], [-0.01, -1.05, 0.54], [1.22, -0.65, -0.12], [-1.86, 0.18, 0.17], [2.10, 0.63, 0.10], [-1.68, 2.21, -0.81], [-0.24, -2.02, 0.31], [0.05, -0.97, 1.58], [1.51, -1.30, -1.01], [-0.07, 1.52, -0.30]],
  "e_tot_ha": -856.731947,
  "smiles": "C=PCC=S",
  "homo_energy_ev": -8.6,
  "total_charge": 0,
  "multiplicity": 1
}



Record 4
{
  "formula": "C3H5PS",
  "method": "ωB97M-V/def2-TZVPD",
  "elements": ["C", "C", "C", "P", "S", "H", "H", "H", "H", "H"],
  "coordinates": [[-0.14, 0.39, -1.19], [0.20, -0.85, -0.88], [0.70, -1.66, 0.02], [-0.65, 1.25, 0.50], [-0.46, -0.14, 1.90], [-0.01, 1.13, -1.96], [1.72, -1.44, 0.27], [0.45, -2.74, 0.06], [-1.91, 1.84, 0.19], [0.09, 2.21, 1.08]],
  "e_tot_ha": -856.727689,
  "smiles": "C=C=C[PH2]=S",
  "homo_energy_ev": -8.3,
  "total_charge": 0,
  "multiplicity": 1
}



no.,largest force on an atom (eV/A),frontier orbital gap (eV)
1,3.8,8.978
2,2.2,7.517
3,5.5,8.099
4,3.0,8.842